a.
A cluster of 3 separate species, H5N2P in total, computed with ωB97M-V with the def2-TZVPD basis set.

Cartesian coordinates (Å):
N  0.045  -1.743  -0.154
N  -0.186  -0.439  0.449
P  -1.589  0.372  0.187
H  -0.619  -1.950  -0.951
H  0.994  -1.704  -0.704
H  0.387  -0.340  1.209
H  0.629  3.151  -0.381
H  0.339  2.651  0.345

Results
highest occupied orbital energy	-7.4	eV
frontier orbital gap	6.9374	eV
net charge	0
multiplicity	1

b.
A cluster of 2 separate species, H5N2P in total, computed with ωB97M-V with the def2-TZVPD basis set.

Cartesian coordinates (Å):
N  -1.471  0.068  0.661
N  -1.432  -0.427  1.743
P  0.961  0.227  -1.218
H  1.816  0.446  -2.208
H  -1.184  1.050  0.535
H  -1.133  0.105  2.527
H  1.831  -0.443  -0.433
H  0.612  -1.025  -1.606

Results
highest occupied orbital energy	-8.9	eV
SMILES string	[H]/N=N\[H].P
frontier orbital gap	9.9814	eV
net charge	0
multiplicity	1

Winner for stability: b

a.
A cluster of 2 separate species, H5N2P in total, computed with ωB97M-V with the def2-TZVPD basis set.

Cartesian coordinates (Å):
N  1.225  -0.613  -0.040
N  -0.051  -1.089  0.027
P  -1.629  -0.181  -0.043
H  1.328  0.116  -0.703
H  1.857  0.316  1.043
H  -0.250  -1.908  0.564
H  -1.747  -0.224  -1.391
H  -1.135  1.177  0.089

Results
highest occupied orbital energy	-8.3	eV
frontier orbital gap	8.9278	eV
net charge	0
multiplicity	1

b.
A cluster of 2 separate species, H5N2P in total, computed with ωB97M-V with the def2-TZVPD basis set.

Cartesian coordinates (Å):
N  1.968  0.398  -0.015
N  2.615  -0.630  0.174
P  -1.798  0.330  -0.156
H  -1.908  1.721  -0.093
H  1.204  0.705  0.553
H  2.417  -1.099  1.104
H  -1.418  0.409  -1.396
H  -3.117  0.265  -0.397

Results
highest occupied orbital energy	-9.2	eV
SMILES string	[H]/N=N\[H].P
frontier orbital gap	9.9965	eV
net charge	0
multiplicity	1

Winner for stability: b

a.
The ion C4H8N with charge +1, computed with ωB97M-V with the def2-TZVPD basis set.

Cartesian coordinates (Å):
C  1.662  -1.446  0.112
C  -0.241  0.097  -0.073
C  -1.662  -0.227  -0.125
C  0.255  1.439  0.035
N  0.664  -0.788  -0.016
H  2.195  -1.940  -0.786
H  2.040  -1.688  1.151
H  -2.034  0.581  -0.762
H  -2.304  -0.206  0.861
H  -1.719  -1.197  -0.676
H  -0.282  1.835  0.884
H  1.322  1.449  0.243
H  0.105  2.092  -0.849

Results
highest occupied orbital energy	-16.4	eV
SMILES string	C=[N+]=C(C)C
frontier orbital gap	11.8847	eV
net charge	+1
multiplicity	1

b.
The ion C4H8N with charge +1, computed with ωB97M-V with the def2-TZVPD basis set.

Cartesian coordinates (Å):
C  -0.379  -1.326  -0.387
C  0.235  -0.233  0.254
C  1.287  -0.473  1.327
C  -1.007  1.425  -0.972
N  0.091  1.026  -0.098
H  -1.026  -1.247  -1.255
H  1.156  -1.439  1.817
H  0.085  -2.291  -0.198
H  1.161  0.303  2.079
H  2.304  -0.406  0.945
H  -1.920  0.932  -0.628
H  -0.860  1.229  -2.037
H  -1.126  2.500  -0.846

Results
highest occupied orbital energy	-16.2	eV
frontier orbital gap	7.6254	eV
net charge	+1
multiplicity	1

Winner for stability: a

a.
A cluster of 2 separate species, C4H8N in total, computed with ωB97M-V with the def2-TZVPD basis set.

Cartesian coordinates (Å):
C  -2.190  0.349  0.120
C  -1.194  -0.237  -0.314
C  1.026  0.977  0.351
C  1.417  -0.387  -0.156
N  0.162  0.187  -0.698
H  -3.023  -0.271  0.476
H  -2.231  1.425  0.194
H  -0.453  -2.894  0.181
H  0.565  1.034  1.265
H  1.648  1.878  -0.084
H  2.188  -0.662  -0.847
H  1.345  -1.208  0.463
H  0.126  0.268  -1.692

Results
highest occupied orbital energy (alpha / beta)	-14.2 / -14.9	eV
frontier orbital gap (alpha / beta)	10.0823 / 9.5150	eV
net charge	+1
multiplicity	1

b.
The ion C4H8N with charge +1, computed with ωB97M-V with the def2-TZVPD basis set.

Cartesian coordinates (Å):
C  0.492  -1.114  0.090
C  -0.037  -2.238  0.206
C  1.149  0.119  -0.233
C  -0.837  1.586  0.284
N  -0.139  0.738  -0.611
H  -1.058  -2.773  0.190
H  0.674  -3.082  0.564
H  1.746  0.555  0.557
H  1.826  0.096  -1.069
H  -0.487  1.648  1.308
H  -0.763  2.584  -0.255
H  -1.928  1.369  0.486
H  -0.640  0.511  -1.516

Results
highest occupied orbital energy	-14.5	eV
frontier orbital gap	8.9795	eV
net charge	+1
multiplicity	1

c.
The ion C4H8N with charge +1, computed with ωB97M-V with the def2-TZVPD basis set.

Cartesian coordinates (Å):
C  -2.560  0.247  0.307
C  -1.307  0.134  -0.032
C  0.771  1.187  0.104
C  0.663  -1.293  0.147
N  0.039  -0.016  -0.290
H  -3.483  0.407  0.041
H  1.788  0.763  0.383
H  1.086  1.825  -0.729
H  0.286  1.709  0.943
H  0.292  -2.144  -0.321
H  1.613  -1.359  -0.383
H  0.633  -1.381  1.199
H  0.179  -0.079  -1.369

Results
highest occupied orbital energy	-15.3	eV
SMILES string	C#C[NH+](C)C
frontier orbital gap	11.2644	eV
net charge	+1
multiplicity	1

Winner for stability: b

a.
An isolated molecule of C6H8, computed with ωB97M-V with the def2-TZVPD basis set.

Cartesian coordinates (Å):
C  1.785  -0.264  0.619
C  2.939  -0.648  0.568
C  0.473  0.172  0.175
C  0.182  1.582  -0.108
C  -0.581  -0.738  0.186
C  -2.060  -0.772  -0.338
H  -0.767  1.863  0.126
H  0.380  1.723  -1.215
H  1.032  2.093  0.380
H  -0.248  -1.741  0.481
H  -1.975  -0.197  -1.379
H  3.887  -1.157  0.526
H  -2.380  -1.834  -0.276
H  -2.666  -0.083  0.252

Results
highest occupied orbital energy	-8.5	eV
SMILES string	C#C/C(C)=C/C
frontier orbital gap	9.4508	eV
net charge	0
multiplicity	1

b.
An isolated molecule of C6H8, computed with ωB97M-V with the def2-TZVPD basis set.

Cartesian coordinates (Å):
C  -1.226  0.728  0.412
C  -0.257  0.371  -0.738
C  1.200  0.748  -0.430
C  1.735  -0.286  0.519
C  0.547  -1.155  0.709
C  -0.355  -1.044  -0.408
H  -1.758  -0.068  0.947
H  -1.927  1.536  0.138
H  -0.665  0.706  -1.693
H  1.266  1.729  0.057
H  1.856  0.787  -1.311
H  -0.098  -0.201  1.290
H  0.650  -2.083  1.270
H  -1.113  -1.753  -0.716

Results
highest occupied orbital energy (alpha / beta)	-8.3 / -8.3	eV
frontier orbital gap (alpha / beta)	8.1643 / 8.1656	eV
net charge	0
multiplicity	1

Winner for stability: a

a.
A structure of composition C6H8, computed with ωB97M-V with the def2-TZVPD basis set.

Cartesian coordinates (Å):
C  0.869  -1.055  -1.018
C  0.451  -0.136  0.104
C  -0.020  1.294  -0.208
C  -0.973  1.083  0.932
C  -2.046  0.172  0.861
C  -0.940  -0.662  0.653
H  0.044  -1.104  -1.732
H  1.017  -2.055  -0.594
H  1.783  -0.749  -1.534
H  1.252  -0.043  0.862
H  -0.504  1.355  -1.188
H  0.665  2.135  -0.066
H  -0.629  1.460  1.900
H  -0.970  -1.695  1.028

Results
highest occupied orbital energy	-8.4	eV
frontier orbital gap	9.1859	eV
net charge	0
multiplicity	1

b.
An isolated molecule of C6H8, computed with ωB97M-V with the def2-TZVPD basis set.

Cartesian coordinates (Å):
C  -1.472  -1.146  0.616
C  -2.547  -1.076  -0.191
C  0.451  0.040  -0.461
C  -0.365  -0.165  0.618
C  2.661  1.028  -0.395
C  1.403  1.172  -0.194
H  -1.328  -1.847  1.466
H  -3.486  -1.629  -0.134
H  -2.581  -0.351  -0.964
H  0.311  -0.389  -1.348
H  -0.403  0.442  1.513
H  3.097  0.136  -0.712
H  3.427  1.663  -0.022
H  0.831  2.123  0.207

Results
highest occupied orbital energy	-8.9	eV
SMILES string	C=C/C=C/C=C
frontier orbital gap	10.0095	eV
net charge	0
multiplicity	1

c.
An isolated molecule of C6H8, computed with ωB97M-V with the def2-TZVPD basis set.

Cartesian coordinates (Å):
C  -1.417  0.519  -0.005
C  -0.271  0.793  -0.930
C  1.055  0.947  -0.171
C  1.250  -0.291  0.679
C  0.307  -1.222  0.520
C  -0.817  -0.800  -0.333
H  -1.289  0.746  1.051
H  -2.411  0.728  -0.387
H  -0.259  -0.256  -1.551
H  1.024  1.856  0.458
H  1.899  1.095  -0.856
H  2.080  -0.388  1.372
H  0.312  -2.200  0.988
H  -1.462  -1.526  -0.835

Results
highest occupied orbital energy	-7.8	eV
SMILES string	C1=C[C@H]2C[C@H]2C1
frontier orbital gap	8.9797	eV
net charge	0
multiplicity	1

Winner for stability: b